DFT (wB97M-V/def2-TZVPD) results for a structure of composition C49H50Ge2NS4Se5W.

The geometry in XYZ format:
```
112
Properties=species:S:1:pos:R:3:mulliken_spin:R:1
W -1.239 0.050 -0.862 0.03
Se -0.955 -0.227 1.424 0.00
Se 2.289 -0.829 1.774 0.96
Se 3.994 -1.086 0.479 0.96
Se 0.927 0.087 -1.448 0.05
C -10.179 0.902 -2.221 0.00
C -9.204 -0.117 -1.705 0.00
C -9.045 -0.334 -0.342 0.00
C -8.158 -1.287 0.146 0.00
C -8.077 -1.552 1.625 0.00
C -7.376 -2.016 -0.757 0.00
C -7.506 -1.803 -2.134 0.00
C -6.698 -2.566 -3.148 0.00
C -8.432 -0.867 -2.580 0.00
C -6.589 -3.177 -0.241 0.00
C -7.358 -4.307 0.034 0.00
C -6.783 -5.474 0.498 0.00
C -5.415 -5.510 0.695 0.00
C -4.620 -4.400 0.420 0.00
C -5.198 -3.212 -0.078 0.00
Ge -4.047 -1.617 -0.298 -0.01
S -2.082 -2.199 -1.075 0.00
S -4.394 0.087 -1.736 0.00
Ge -4.022 1.451 0.020 0.00
S -2.074 2.292 -0.536 0.00
S -4.428 -0.249 1.442 0.00
C -5.174 3.020 0.377 0.00
C -5.512 3.368 1.699 0.00
C -6.194 4.554 1.956 0.00
C -6.554 5.405 0.929 0.00
C -6.201 5.088 -0.370 0.00
C -5.496 3.923 -0.659 0.00
C -5.047 3.738 -2.073 0.00
C -5.824 3.004 -2.972 0.00
C -7.156 2.445 -2.563 0.00
C -5.372 2.829 -4.275 0.00
C -4.172 3.376 -4.707 0.00
C -3.643 3.092 -6.082 0.00
C -3.446 4.153 -3.815 0.00
C -3.867 4.353 -2.507 0.00
C -3.044 5.233 -1.602 0.00
C -5.156 2.517 2.876 0.00
C -3.849 2.450 3.360 0.00
C -2.723 3.280 2.802 0.00
C -3.568 1.585 4.420 0.00
C -4.550 0.822 5.020 0.00
C -4.226 -0.130 6.138 0.00
C -5.860 0.946 4.557 0.00
C -6.175 1.775 3.495 0.00
C -7.583 1.842 2.977 0.00
C -3.173 -4.550 0.769 0.00
C -2.672 -3.986 1.945 0.00
C -3.522 -3.191 2.904 0.00
C -1.312 -4.100 2.218 0.00
C -0.451 -4.768 1.363 -0.02
C 1.029 -4.799 1.629 0.04
C -0.981 -5.363 0.223 0.00
C -2.327 -5.263 -0.091 0.00
C -2.839 -5.815 -1.393 0.00
H -10.787 1.310 -1.412 0.00
H -10.852 0.469 -2.964 0.00
H -9.660 1.736 -2.700 0.00
H -9.643 0.234 0.363 0.00
H -8.718 -0.862 2.170 0.00
H -7.055 -1.435 1.994 0.00
H -8.396 -2.568 1.866 0.00
H -6.312 -3.504 -2.751 0.00
H -5.841 -1.974 -3.480 0.00
H -7.302 -2.791 -4.029 0.00
H -8.550 -0.724 -3.650 0.00
H -8.429 -4.252 -0.128 0.00
H -7.395 -6.341 0.716 0.00
H -4.936 -6.401 1.085 0.00
H -6.432 4.804 2.984 0.00
H -7.088 6.323 1.141 0.00
H -6.446 5.760 -1.184 0.00
H -7.127 1.956 -1.589 0.00
H -7.497 1.709 -3.288 0.00
H -7.907 3.240 -2.504 0.00
H -5.963 2.229 -4.960 0.00
H -4.450 2.861 -6.778 0.00
H -2.969 2.233 -6.050 0.00
H -3.081 3.941 -6.475 0.00
H -2.504 4.588 -4.134 0.00
H -1.983 5.110 -1.820 0.00
H -3.197 5.005 -0.548 0.00
H -3.302 6.285 -1.752 0.00
H -3.014 3.845 1.920 0.00
H -1.877 2.647 2.522 0.00
H -2.380 3.992 3.557 0.00
H -2.540 1.499 4.760 0.00
H -3.149 -0.254 6.249 0.00
H -4.659 -1.114 5.949 0.00
H -4.624 0.225 7.092 0.00
H -6.647 0.352 5.013 0.00
H -8.234 1.192 3.559 0.00
H -7.628 1.529 1.931 0.00
H -7.986 2.855 3.022 0.00
H -4.578 -3.188 2.637 0.00
H -3.181 -2.153 2.932 0.00
H -3.440 -3.594 3.916 0.00
H -0.915 -3.627 3.112 0.00
H 1.241 -4.723 2.696 0.00
H 1.523 -3.959 1.135 -0.02
H 1.481 -5.718 1.253 0.00
H -0.317 -5.880 -0.462 0.00
H -2.066 -6.398 -1.894 0.00
H -3.129 -4.999 -2.062 0.00
H -3.716 -6.450 -1.258 0.00
Se -1.874 0.368 -3.566 0.00
C -0.224 0.485 -4.417 0.00
N 0.773 0.553 -5.002 0.00
```

As for the total charge: -1. The calculation puts the HOMO-LUMO gap (alpha / beta) at 6.40 / 5.38 eV. The molar mass comes out at 1505.074 g mol⁻¹. The calculation puts the electronic energy at -19773.1672 Eh. The multiplicity is 3.

DFT (wB97M-V/def2-TZVPD) results for a structure of composition C49H51IrN4O3PS3Sb.

The geometry in XYZ format:
```
113
Properties=species:S:1:pos:R:3:mulliken_spin:R:1
Ir -0.020 0.911 1.094 0.50
C -3.990 1.082 4.221 0.00
C -3.431 -0.192 3.680 0.00
N -2.166 -0.392 3.476 0.00
C -1.943 -1.626 2.915 0.00
C -3.054 -2.382 2.712 0.01
S -4.432 -1.522 3.233 0.00
C -0.575 -1.995 2.550 -0.01
C -0.130 -3.251 2.301 0.00
S 1.557 -3.232 2.015 0.00
C 1.591 -1.544 2.263 0.03
N 0.407 -1.021 2.483 0.04
C 2.878 -0.795 2.363 0.03
H -4.125 1.801 3.410 0.00
H -3.292 1.505 4.944 0.00
H -4.951 0.929 4.708 0.00
H -3.131 -3.355 2.254 0.00
H -0.695 -4.168 2.292 0.00
H 3.651 -1.231 1.730 0.00
H 3.229 -0.833 3.397 0.00
H 2.738 0.245 2.080 0.02
O -1.106 2.177 2.389 0.01
N -0.636 2.503 3.587 -0.01
C 0.191 1.709 4.280 -0.09
C 0.620 2.092 5.537 0.00
C 0.186 3.283 6.088 0.00
C -0.685 4.076 5.352 0.00
C -1.083 3.666 4.103 -0.01
H 0.454 0.779 3.799 0.06
H 1.287 1.433 6.073 0.00
H 0.515 3.590 7.071 0.00
H -1.059 5.014 5.736 0.00
H -1.758 4.211 3.462 0.00
C -1.717 3.367 -0.514 0.00
P -0.076 2.652 -0.254 0.24
C 0.900 4.068 0.341 0.04
C 0.577 2.341 -1.916 0.00
H -1.647 4.279 -1.109 0.00
H -2.161 3.584 0.457 0.00
H -2.352 2.641 -1.017 0.00
H 1.044 4.805 -0.450 0.00
H 1.872 3.720 0.687 -0.04
H 0.378 4.539 1.175 0.00
H 1.659 2.212 -1.866 -0.01
H 0.347 3.181 -2.573 0.00
H 0.138 1.433 -2.327 0.00
C 7.072 3.189 1.010 0.00
C 6.631 1.800 0.637 0.00
C 7.422 0.709 0.972 0.00
C 7.033 -0.575 0.625 0.00
C 5.844 -0.779 -0.051 0.00
C 5.043 0.306 -0.406 0.00
N 3.793 0.120 -1.052 -0.01
C 3.455 -0.997 -1.802 0.00
C 4.411 -1.583 -2.646 0.00
C 4.112 -2.693 -3.405 0.00
C 2.840 -3.260 -3.362 0.00
C 1.880 -2.665 -2.575 0.00
C 2.151 -1.533 -1.797 0.00
C 1.004 -0.966 -1.022 0.00
O -0.133 -1.411 -1.187 0.01
O 1.292 -0.027 -0.180 -0.05
C 5.436 1.606 -0.067 -0.01
C 4.605 2.800 -0.455 -0.01
H 7.958 3.157 1.642 0.00
H 6.291 3.730 1.547 0.00
H 7.316 3.777 0.122 0.00
H 8.349 0.868 1.509 0.00
H 7.650 -1.423 0.892 0.00
H 5.530 -1.784 -0.300 0.00
H 3.002 0.498 -0.550 0.03
H 5.397 -1.142 -2.697 0.00
H 4.877 -3.121 -4.041 0.00
H 2.606 -4.141 -3.944 0.00
H 0.879 -3.073 -2.533 0.00
H 3.807 2.527 -1.142 0.00
H 5.220 3.556 -0.946 0.00
H 4.160 3.280 0.422 0.00
S -2.312 0.105 0.646 0.16
Sb -2.739 -1.053 -1.291 0.06
C -1.955 -0.471 -3.154 0.00
C -2.360 0.751 -3.684 0.00
C -1.864 1.171 -4.911 0.00
C -0.974 0.366 -5.608 0.00
C -0.591 -0.865 -5.090 0.00
C -1.083 -1.287 -3.864 0.00
C -4.781 -0.627 -1.630 -0.01
C -5.325 -0.747 -2.907 0.00
C -6.677 -0.509 -3.110 0.00
C -7.487 -0.154 -2.041 0.00
C -6.948 -0.034 -0.767 0.00
C -5.596 -0.269 -0.560 0.01
C -2.801 -3.159 -1.078 0.01
C -4.019 -3.778 -1.355 -0.01
C -4.157 -5.151 -1.199 0.00
C -3.083 -5.911 -0.764 0.00
C -1.872 -5.296 -0.478 0.00
C -1.726 -3.924 -0.628 -0.01
H -3.069 1.376 -3.152 0.00
H -2.177 2.121 -5.323 0.00
H -0.585 0.693 -6.564 0.00
H 0.094 -1.497 -5.639 0.00
H -0.780 -2.242 -3.459 0.00
H -4.699 -1.023 -3.748 0.00
H -7.097 -0.601 -4.103 0.00
H -8.541 0.030 -2.201 0.00
H -7.581 0.244 0.065 0.00
H -5.172 -0.162 0.432 0.00
H -4.868 -3.197 -1.693 0.00
H -5.106 -5.623 -1.419 0.00
H -3.190 -6.982 -0.646 0.00
H -1.031 -5.888 -0.138 0.00
H -0.787 -3.450 -0.393 0.00
```

As for the total charge: +1. The calculation puts the HOMO-LUMO gap (alpha / beta) at 6.86 / 6.92 eV. The molar mass comes out at 1185.124 g mol⁻¹. The calculation puts the electronic energy at -4222.9041 Eh. The multiplicity is 2.

DFT (wB97M-V/def2-TZVPD) results for a structure of composition C49H52BeN5OP2S3.

The geometry in XYZ format:
```
113
Properties=species:S:1:pos:R:3:mulliken_charge:R:1
Be 0.256 -0.666 -0.608 0.17
C -1.775 2.333 -0.524 -3.28
N -2.539 2.660 0.637 1.51
C -2.250 1.934 1.845 -3.10
P -0.484 1.345 1.887 0.24
C -0.387 0.682 3.593 1.52
C -1.403 0.720 4.542 -0.62
C -1.182 0.209 5.811 -0.81
C 0.040 -0.356 6.142 -0.72
C 1.048 -0.416 5.194 -0.90
C 0.831 0.091 3.928 -0.53
C 0.432 2.909 2.167 1.35
C -0.158 4.168 2.105 -0.44
C 0.616 5.306 2.268 -0.84
C 1.978 5.204 2.501 -0.69
C 2.575 3.953 2.537 -0.77
C 1.808 2.816 2.364 -0.50
C -3.730 3.378 0.544 0.55
C -4.717 3.251 1.526 -0.27
C -5.906 3.949 1.432 -0.89
C -6.157 4.774 0.351 -0.69
C -5.174 4.938 -0.610 -0.79
C -3.969 4.270 -0.508 -0.17
P -1.607 0.516 -0.968 1.34
C -3.294 -0.161 -0.814 0.94
C -4.411 0.659 -0.938 -1.03
C -5.680 0.126 -0.826 -0.68
C -5.848 -1.236 -0.634 -0.81
C -4.740 -2.067 -0.565 -0.92
C -3.464 -1.534 -0.638 0.06
C -1.529 0.644 -2.790 0.52
C -1.082 1.783 -3.454 -0.37
C -1.004 1.801 -4.837 -0.88
C -1.328 0.672 -5.568 -0.87
C -1.759 -0.472 -4.914 -0.71
C -1.870 -0.482 -3.537 -0.44
H -0.733 2.691 -0.413 0.21
H -2.207 2.826 -1.397 1.35
H -2.871 1.017 1.914 1.07
H -2.460 2.565 2.715 1.14
H -2.366 1.160 4.326 0.33
H -1.965 0.269 6.555 0.47
H 0.211 -0.734 7.139 0.42
H 2.005 -0.849 5.443 0.50
H 1.616 0.035 3.188 0.16
H -1.216 4.272 1.919 0.28
H 0.152 6.280 2.212 0.48
H 2.574 6.091 2.656 0.43
H 3.641 3.856 2.690 0.46
H 2.288 1.848 2.360 0.27
H -4.574 2.595 2.370 0.40
H -6.643 3.839 2.214 0.41
H -7.098 5.293 0.268 0.43
H -5.338 5.601 -1.447 0.43
H -3.216 4.465 -1.258 0.46
H -4.300 1.716 -1.120 0.55
H -6.536 0.780 -0.893 0.50
H -6.841 -1.649 -0.544 0.42
H -4.875 -3.134 -0.464 0.52
H -2.594 -2.177 -0.568 0.65
H -0.806 2.671 -2.905 0.34
H -0.712 2.711 -5.344 0.53
H -1.262 0.683 -6.645 0.45
H -2.022 -1.353 -5.479 0.49
H -2.243 -1.362 -3.033 0.34
C 0.688 -4.518 -10.484 -1.11
C 0.776 -4.072 -9.059 0.76
O 0.120 -3.216 -8.537 -0.52
S 2.011 -4.981 -8.144 -0.23
C 1.738 -4.236 -6.543 -0.18
C 0.752 -4.749 -5.715 -0.34
C 0.467 -4.118 -4.520 -0.62
C 1.172 -2.972 -4.151 0.74
C 2.193 -2.495 -4.974 -0.51
C 2.474 -3.122 -6.170 -0.50
C 0.843 -2.255 -2.976 1.15
C 0.544 -1.575 -2.015 -1.03
H -0.359 -4.625 -10.761 0.31
H 1.222 -5.453 -10.640 0.39
H 1.127 -3.751 -11.121 0.28
H 0.200 -5.627 -6.013 0.46
H -0.309 -4.500 -3.873 0.51
H 2.750 -1.622 -4.664 0.60
H 3.246 -2.741 -6.820 0.46
C 0.770 -4.257 3.119 -0.98
N -0.409 -3.482 2.864 0.06
C -1.663 -3.780 3.530 -0.68
C -2.634 -2.737 2.948 -0.64
N -1.772 -1.959 2.081 0.73
C -0.517 -2.431 2.053 0.81
S 0.755 -1.813 1.156 -0.70
H 0.592 -5.306 2.868 0.33
H 1.045 -4.187 4.175 0.33
H 1.583 -3.872 2.505 0.32
H -1.547 -3.679 4.613 0.36
H -1.956 -4.812 3.312 0.40
H -3.081 -2.116 3.728 0.34
H -3.437 -3.197 2.365 0.25
H -2.056 -1.112 1.620 -0.68
C 2.303 1.749 -4.129 -1.12
N 1.836 1.260 -2.849 0.49
C 2.029 1.792 -1.647 0.64
S 1.769 0.845 -0.263 -0.36
N 2.436 3.043 -1.403 -0.06
C 2.433 4.210 -2.256 -1.16
H 2.408 0.902 -4.804 0.21
H 3.273 2.233 -4.018 0.45
H 1.593 2.447 -4.576 0.31
H 1.468 0.311 -2.833 -0.52
H 2.655 3.209 -0.430 0.17
H 1.636 4.139 -2.990 0.37
H 3.388 4.344 -2.764 0.38
H 2.250 5.086 -1.635 0.35
```

As for the total charge: +1. The calculation puts the HOMO-LUMO gap at 8.38 eV. The molar mass comes out at 894.150 g mol⁻¹. The calculation puts the electronic energy at -4139.3230 Eh. The multiplicity is 1.